Here is the molecule C7H11N at a distorted geometry from OMol25. Energies are from ωB97M-V/def2-TZVPD.

SMILES	C=C/C=C/C/C=C/N
HOMO energy	-7.85	eV
relative energy (zero: lowest compared OMol25 entry of this formula, charge and spin)	99.2	kcal/mol
total charge	0

Geometry as XYZ:
```
19
Properties=species:S:1:pos:R:3:forces:R:3
C 0.538633 -2.345798 2.892704 -1.60 -1.26 -0.89
C -0.007073 -1.165747 2.691604 0.19 2.32 -0.19
C -0.123158 -0.451153 1.404384 -0.56 -3.15 -4.30
C -0.128708 -1.106682 0.108372 -0.93 1.76 2.95
C -0.680006 -0.421567 -1.093738 -2.58 1.83 -1.24
C 0.263382 0.660361 -1.576899 1.44 1.01 -1.84
C -0.067281 1.986247 -1.721279 -2.26 -4.32 0.80
N 0.662206 3.097991 -2.070500 2.21 -0.96 1.39
H 0.419323 -2.975682 1.994697 1.35 -0.11 0.53
H 0.543864 -2.789654 3.871736 0.18 -0.19 0.12
H -0.404966 -0.551587 3.494830 0.53 -0.03 0.39
H -0.396634 0.619882 1.410814 0.11 -0.76 -0.06
H 0.045992 -2.109251 -0.306705 0.54 -0.22 1.94
H -1.088920 -1.169664 -1.901002 1.49 1.16 1.23
H -1.681858 0.114889 -0.862528 1.46 -0.68 0.04
H 1.246951 0.279748 -1.971144 -0.67 0.51 0.79
H -1.173006 1.945604 -1.530531 0.78 1.75 -0.16
H 0.328697 3.525232 -2.913271 0.56 0.32 -0.33
H 1.702566 2.856839 -1.921549 -2.23 1.03 -1.16
```
Forces are in eV/Å.

In the Mulliken picture, each atom carries the following charge in e: number 1, C, carries -0.702; number 2, C, carries -0.262; number 3, C, carries -0.169; number 4, C, carries -0.173; number 5, C, carries -0.727; number 6, C, carries -0.264; number 7, C, carries -0.094; number 8, N, carries -0.483; number 9, H, carries 0.213; number 10, H, carries 0.297; number 11, H, carries 0.284; number 12, H, carries 0.343; number 13, H, carries 0.273; number 14, H, carries 0.328; number 15, H, carries 0.200; number 16, H, carries 0.228; number 17, H, carries 0.211; number 18, H, carries 0.241; number 19, H, carries 0.256